34
Properties=species:S:1:pos:R:3:mulliken_charge:R:1 method="wB97M-V/def2-TZVPD" fmax_ha_per_bohr=0.0237 e_tot_ha=-1697.75495 smiles="O=C(c1ccco1)N1CCN=C1SCc1ccccc1Cl" e_homo_ev=-8.553 e_lumo_ev=0.66 de_lowest_kj_mol=131.58 homo_lumo_gap_ev=9.2
O -4.358 -0.671 0.219 -0.61
C -3.199 -0.309 0.172 0.50
C -2.820 1.108 0.255 0.24
C -3.512 2.216 -0.165 -0.65
C -2.756 3.329 0.254 -0.49
C -1.676 2.821 0.914 -0.44
O -1.707 1.486 0.923 -0.24
N -2.181 -1.229 0.106 0.06
C -2.479 -2.643 0.335 -0.63
C -1.110 -3.309 0.102 -0.60
N -0.271 -2.276 -0.458 -0.40
C -0.893 -1.169 -0.420 0.49
S -0.251 0.289 -1.112 -0.05
C 1.421 -0.292 -1.624 -1.24
C 2.465 0.353 -0.774 0.32
C 2.828 1.674 -1.019 -0.38
C 3.770 2.318 -0.240 -0.71
C 4.371 1.644 0.810 -0.37
C 4.024 0.333 1.077 -0.62
C 3.073 -0.305 0.293 0.62
Cl 2.668 -1.945 0.668 -0.20
H -4.432 2.214 -0.710 0.53
H -2.986 4.362 0.093 0.46
H -0.851 3.295 1.408 0.48
H -3.241 -2.981 -0.374 0.29
H -2.863 -2.775 1.347 0.37
H -0.656 -3.667 1.030 0.26
H -1.155 -4.145 -0.600 0.34
H 1.396 -1.374 -1.521 0.62
H 1.527 0.002 -2.667 0.48
H 2.351 2.197 -1.835 0.38
H 4.034 3.343 -0.451 0.39
H 5.109 2.138 1.424 0.37
H 4.483 -0.203 1.892 0.41

***

27
Properties=species:S:1:pos:R:3:mulliken_charge:R:1 method="wB97M-V/def2-TZVPD" fmax_ha_per_bohr=0.0231 e_tot_ha=-520.05137 smiles="Cc1ccccc1.CCC(N)=O" e_homo_ev=-8.970 e_lumo_ev=0.82 de_lowest_kj_mol=25.13 homo_lumo_gap_ev=9.8
C -1.723 -2.164 -2.464 -1.43
C -1.265 -0.821 -1.982 0.81
C 0.062 -0.582 -1.695 -0.25
C 0.470 0.656 -1.183 -0.53
C -0.492 1.589 -0.851 -0.25
C -1.847 1.344 -1.089 -0.70
C -2.210 0.178 -1.747 -0.41
H -1.076 -2.697 -3.157 0.36
H -2.730 -2.110 -2.888 0.36
H -1.963 -2.787 -1.601 0.29
H 0.811 -1.357 -1.809 0.34
H 1.527 0.857 -1.099 0.32
H -0.295 2.490 -0.273 0.38
H -2.541 2.100 -0.761 0.40
H -3.232 0.041 -2.091 0.31
C 0.632 -0.938 2.155 -0.97
C 0.865 0.444 2.744 -0.34
C 1.684 1.414 1.927 0.42
N 2.699 0.860 1.192 -0.34
O 1.482 2.611 1.901 -0.66
H 1.518 -1.573 2.128 0.35
H 0.268 -0.860 1.135 0.14
H -0.165 -1.433 2.700 0.36
H -0.101 0.882 2.996 0.29
H 1.392 0.447 3.711 0.29
H 3.308 1.512 0.730 0.26
H 2.924 -0.103 1.373 0.17

***

84
Properties=species:S:1:pos:R:3:mulliken_charge:R:1 method="wB97M-V/def2-TZVPD" fmax_ha_per_bohr=0.0991 total_charge=+4 e_tot_ha=-4693.12612 multiplicity=5 s_squared=6.13 e_homo_ev="-18.981 / -18.847" e_lumo_ev="-12.90 / -14.55" de_lowest_kj_mol=308.25 homo_lumo_gap_ev="6.1 / 4.3"
N -5.411 2.475 -3.183 0.09
C -5.259 2.829 -1.895 -0.55
C -4.029 2.721 -1.231 -0.17
C -2.991 2.011 -1.859 0.83
C -3.136 1.664 -3.210 -0.12
C -4.365 1.973 -3.845 -0.68
C -1.746 1.744 -1.063 -0.39
Pt -0.647 0.122 -1.172 0.88
P 2.359 0.137 0.125 1.49
C -0.460 2.045 -1.724 -1.57
C 0.639 2.773 -1.028 0.66
C 1.796 2.985 -1.788 -0.97
C 3.000 3.323 -1.172 -0.32
C 3.065 3.202 0.228 -1.00
C 1.873 3.675 0.842 -0.90
C 0.626 3.332 0.242 -0.51
Br 2.462 1.839 2.413 -0.11
H -1.837 1.990 0.002 0.51
H -0.507 2.276 -2.805 0.69
H -3.830 3.196 -0.263 0.50
H -2.332 1.173 -3.774 0.43
H -6.141 3.232 -1.375 0.44
H -4.500 1.792 -4.919 0.44
H 1.725 2.681 -2.843 0.52
H -0.287 3.435 0.809 0.86
H 3.852 3.602 -1.811 0.60
H 1.876 4.410 1.669 0.65
P -1.315 -1.985 -0.907 0.78
C 4.050 1.050 0.123 -0.65
C 4.950 0.927 -1.066 -1.37
H 4.638 0.825 1.021 0.87
H 3.950 2.640 0.645 0.95
H 5.483 1.891 -1.221 0.42
H 5.761 0.196 -0.843 0.27
H 4.425 0.679 -2.008 0.37
C 2.159 -0.275 -1.709 0.66
C 2.997 -1.391 -2.347 -1.80
H 2.252 0.673 -2.270 0.58
H 1.049 -0.575 -1.759 -1.31
H 2.492 -1.703 -3.277 0.48
H 4.012 -1.089 -2.644 0.35
H 3.072 -2.270 -1.688 0.35
C 3.105 -1.489 0.879 -0.24
C 4.137 -1.431 2.019 -1.46
H 3.523 -2.074 0.046 0.32
H 2.230 -2.048 1.262 0.12
H 4.388 -2.479 2.281 0.44
H 5.085 -0.920 1.753 0.40
H 3.683 -1.012 2.933 0.33
C -1.020 -2.429 0.819 0.67
C -1.259 -3.899 1.128 -1.32
H -1.708 -1.778 1.377 -0.39
H 0.006 -2.111 1.059 -0.17
H -2.281 -4.212 0.889 0.33
H -0.546 -4.554 0.620 0.39
H -1.118 -4.039 2.202 0.44
C -0.237 -3.055 -1.950 0.08
C -0.744 -3.105 -3.387 -1.44
H -0.213 -4.046 -1.492 0.57
H 0.799 -2.695 -1.912 -0.16
H -1.689 -3.669 -3.443 0.41
H -0.878 -2.087 -3.791 0.30
H -0.029 -3.634 -4.036 0.44
C -3.071 -2.266 -1.308 -0.86
C -4.146 -1.233 -0.955 -0.97
H -3.292 -3.215 -0.800 0.48
H -3.109 -2.483 -2.385 0.44
H -5.049 -1.481 -1.531 0.46
H -4.425 -1.289 0.103 0.31
H -3.856 -0.204 -1.198 0.05
N -1.315 0.902 2.389 0.04
C -1.185 0.534 3.683 0.81
C -0.274 1.196 4.541 -0.27
C 0.008 0.677 5.795 -0.74
C -0.652 -0.462 6.269 -0.46
C -1.671 -1.033 5.484 -0.65
C -1.940 -0.549 4.206 -0.31
H -0.566 1.426 1.942 -0.28
H -2.087 0.555 1.831 0.11
H 0.226 2.088 4.156 0.73
H 0.750 1.160 6.425 0.46
H -0.395 -0.902 7.224 0.48
H -2.249 -1.869 5.879 0.44
H -2.705 -1.018 3.570 0.41

***

10
Properties=species:S:1:pos:R:3:mulliken_charge:R:1 method="wB97M-V/def2-TZVPD" fmax_ha_per_bohr=0.0657 e_tot_ha=-247.22674 smiles="O=CN1CC1" e_homo_ev=-9.707 e_lumo_ev=0.87 de_lowest_kj_mol=211.34 homo_lumo_gap_ev=10.6
O -2.052 0.319 0.020 -0.49
C -1.142 -0.416 0.026 0.08
N 0.173 -0.059 -0.110 -0.07
C 1.504 -0.661 0.035 -0.49
C 1.264 0.896 0.023 -0.23
H -1.274 -1.509 -0.070 0.28
H 1.883 -1.306 0.876 0.22
H 1.891 -1.026 -0.829 0.24
H 1.579 1.398 -0.948 0.23
H 1.374 1.389 1.079 0.23

***

10
Properties=species:S:1:pos:R:3:mulliken_charge:R:1 method="wB97M-V/def2-TZVPD" fmax_ha_per_bohr=0.0596 e_tot_ha=-1153.52988 smiles=FNCC(Cl)Cl e_homo_ev=-10.190 e_lumo_ev=0.89 de_lowest_kj_mol=187.47 homo_lumo_gap_ev=11.1
F 1.503 -0.661 1.344 -0.21
N 1.115 -0.838 -0.010 -0.21
C 0.388 0.314 -0.445 -0.64
C -1.110 0.172 0.298 0.00
Cl -1.891 -1.328 -0.136 -0.14
Cl -2.061 1.575 -0.240 -0.18
H 1.997 -0.983 -0.497 0.25
H 0.236 0.227 -1.519 0.42
H 0.808 1.282 -0.170 0.38
H -0.984 0.241 1.375 0.32